# 1
Density functional theory data (wB97M-V/def2-TZVPD) for C30H35F3N3O3PRe as an isolated structure in a non-equilibrium geometry.

Output
Molecular weight in g/mol: 759.8
Highest occupied orbital energy (spin up / spin down) in eV: -14.08 / -14.04
Electronic energy in Eh: -2272.9261
Kohn-Sham gap (spin up / spin down) in eV: 6.7 / 5.6
Expectation value of S²: 3.7934
Spin multiplicity: 4
Total charge: +2

Each line ends with the natural charge from an NBO analysis.
Atoms and positions in Å:
Re  -1.114  0.397  0.062  1.66
C  -2.591  -3.620  0.584  -0.71
C  -2.035  -2.257  0.747  0.40
N  -1.535  -1.570  -0.258  -0.33
N  -1.615  -2.010  -1.524  -0.39
C  -1.335  -1.043  -2.389  0.60
O  -0.971  0.143  -1.977  -0.68
C  -1.420  -1.329  -3.814  -0.11
C  -0.893  -0.423  -4.737  -0.17
C  -0.973  -0.700  -6.089  -0.20
C  -1.589  -1.867  -6.526  -0.14
C  -2.124  -2.766  -5.610  -0.20
C  -2.040  -2.505  -4.257  -0.16
C  -2.019  -1.548  2.022  0.13
C  -2.446  -2.114  3.211  -0.19
C  -2.382  -1.374  4.384  -0.08
C  -1.905  -0.071  4.338  -0.20
C  -1.516  0.452  3.122  0.10
N  -1.563  -0.263  1.991  -0.52
H  -2.501  -3.934  -0.451  0.28
H  -3.644  -3.650  0.871  0.27
H  -2.057  -4.326  1.225  0.26
H  -0.419  0.487  -4.393  0.22
H  -0.560  -0.006  -6.808  0.23
H  -1.657  -2.074  -7.585  0.24
H  -2.606  -3.671  -5.955  0.24
H  -2.453  -3.193  -3.535  0.23
H  -2.829  -3.124  3.209  0.26
H  -2.703  -1.807  5.322  0.26
H  -1.843  0.536  5.230  0.27
H  -1.152  1.468  3.040  0.24
C  3.841  -0.170  -0.277  -0.63
C  2.417  -0.129  -0.831  -0.27
C  2.352  0.595  -2.177  -0.63
C  1.909  -1.565  -0.997  -0.62
P  1.300  0.755  0.426  1.09
C  1.735  -0.005  2.025  -0.42
C  1.257  -1.299  2.259  -0.21
C  1.584  -1.980  3.419  -0.20
C  2.386  -1.370  4.374  -0.17
C  2.882  -0.095  4.145  -0.20
C  2.568  0.582  2.976  -0.13
C  1.584  2.635  0.434  -0.27
C  0.844  3.206  1.655  -0.65
C  3.064  3.018  0.500  -0.62
C  1.009  3.221  -0.870  -0.62
H  4.482  -0.669  -1.007  0.25
H  3.896  -0.742  0.649  0.23
H  4.260  0.818  -0.104  0.23
H  2.838  -0.025  -2.932  0.24
H  2.881  1.547  -2.158  0.22
H  1.323  0.761  -2.497  0.22
H  2.501  -2.051  -1.773  0.25
H  0.865  -1.603  -1.312  0.20
H  2.034  -2.151  -0.086  0.22
H  0.639  -1.783  1.512  0.20
H  1.222  -2.989  3.570  0.23
H  2.631  -1.890  5.290  0.24
H  3.527  0.371  4.877  0.24
H  2.991  1.563  2.818  0.21
H  1.144  2.737  2.590  0.22
H  -0.234  3.128  1.544  0.23
H  1.076  4.269  1.734  0.25
H  3.581  2.624  1.372  0.22
H  3.121  4.107  0.557  0.25
H  3.601  2.718  -0.397  0.22
H  0.091  2.744  -1.204  0.20
H  1.726  3.166  -1.685  0.23
H  0.771  4.274  -0.709  0.25
F  -5.066  2.886  -0.984  -0.27
C  -4.043  3.250  -0.240  0.91
F  -3.445  4.309  -0.777  -0.29
F  -4.468  3.560  0.987  -0.29
C  -3.020  2.105  -0.104  0.71
O  -1.855  2.407  0.312  -0.67
O  -3.308  0.920  -0.356  -0.61

# 2
Density functional theory data (wB97M-V/def2-TZVPD) for one molecule with the formula C30H35N3O8 in a non-equilibrium geometry.

Output
Molecular weight in g/mol: 565.6
Highest occupied orbital energy in eV: -7.91
SMILES string: COc1ccccc1CN(C(=O)CNC(=O)c1ccco1)[C@H](C(=O)NC[C@@H]1CCCO1)c1ccc(OC)c(OC)c1
Electronic energy in Eh: -1930.3906
Kohn-Sham gap in eV: 8.6

Each line ends with the natural charge from an NBO analysis.
Atoms and positions in Å:
C  -1.640  -2.704  1.761  -0.27
O  -1.718  -2.455  0.374  -0.53
C  -2.875  -1.978  -0.147  0.40
C  -4.031  -1.729  0.583  -0.32
C  -5.164  -1.250  -0.052  -0.18
C  -5.165  -1.025  -1.414  -0.25
C  -4.013  -1.267  -2.144  -0.19
C  -2.866  -1.736  -1.530  -0.12
C  -1.590  -1.953  -2.304  -0.22
N  -0.579  -0.990  -1.913  -0.42
C  0.650  -1.266  -1.463  0.71
O  1.439  -0.389  -1.142  -0.67
C  1.072  -2.733  -1.305  -0.33
N  2.389  -2.750  -0.714  -0.59
C  2.509  -2.366  0.586  0.66
O  1.601  -2.440  1.398  -0.65
C  3.847  -1.893  0.965  0.15
C  4.291  -1.412  2.171  -0.24
C  5.630  -1.020  1.969  -0.32
C  5.903  -1.286  0.660  0.12
O  4.837  -1.810  0.045  -0.39
C  -0.982  0.414  -1.974  -0.17
C  0.190  1.237  -2.561  0.72
O  0.712  0.893  -3.601  -0.65
N  0.455  2.387  -1.924  -0.62
C  1.488  3.298  -2.351  -0.24
C  2.551  3.519  -1.263  0.09
C  3.274  2.227  -0.852  -0.45
C  3.352  2.334  0.670  -0.43
C  2.091  3.137  0.977  -0.06
O  1.949  4.056  -0.088  -0.54
C  -1.551  0.877  -0.656  0.03
C  -2.785  1.502  -0.619  -0.23
C  -3.378  1.828  0.592  -0.29
C  -2.752  1.528  1.788  0.25
O  -3.269  1.761  3.027  -0.48
C  -4.546  2.339  3.116  -0.25
C  -1.473  0.926  1.763  0.33
O  -0.920  0.672  2.978  -0.50
C  0.396  0.163  3.039  -0.27
C  -0.891  0.618  0.547  -0.35
H  -1.898  -1.815  2.343  0.18
H  -2.294  -3.533  2.051  0.17
H  -0.600  -2.968  1.946  0.23
H  -4.055  -1.902  1.647  0.23
H  -6.054  -1.060  0.530  0.21
H  -6.053  -0.660  -1.908  0.21
H  -4.005  -1.089  -3.210  0.21
H  -1.785  -1.840  -3.377  0.21
H  -1.218  -2.960  -2.119  0.22
H  1.094  -3.253  -2.263  0.23
H  0.385  -3.224  -0.611  0.26
H  3.140  -2.454  -1.324  0.41
H  3.717  -1.354  3.073  0.24
H  6.297  -0.598  2.693  0.23
H  6.790  -1.151  0.073  0.21
H  -1.771  0.480  -2.733  0.23
H  0.013  2.580  -1.038  0.41
H  1.949  2.873  -3.244  0.24
H  1.034  4.265  -2.597  0.20
H  3.257  4.275  -1.635  0.18
H  4.253  2.149  -1.320  0.21
H  2.678  1.361  -1.134  0.25
H  3.356  1.362  1.159  0.22
H  4.237  2.894  0.976  0.20
H  2.147  3.711  1.904  0.19
H  1.214  2.474  1.021  0.16
H  -3.308  1.723  -1.537  0.21
H  -4.346  2.301  0.584  0.22
H  -4.761  2.414  4.180  0.20
H  -4.569  3.340  2.672  0.18
H  -5.306  1.713  2.635  0.17
H  0.594  0.015  4.100  0.20
H  0.504  -0.790  2.515  0.21
H  1.118  0.880  2.636  0.17
H  0.076  0.146  0.529  0.26